ORCA calculation (wB97M-V/def2-TZVPD) on one molecule with the formula C4H10S2Si at a distorted geometry.

CARTESIAN COORDINATES (ANGSTROEM)
C -1.080 1.573 -0.927
C 1.223 -0.299 -1.063
C 0.070 0.449 1.788
C -1.525 -1.416 -0.094
Si -0.413 0.127 -0.026
S 3.840 0.566 0.079
S 2.569 -0.899 -0.039
H -1.778 1.485 -1.742
H -0.683 2.567 -0.795
H 0.984 -1.082 -1.770
H 1.578 0.577 -1.592
H 1.115 0.211 1.969
H -0.084 1.487 2.064
H -0.531 -0.165 2.454
H -2.065 -1.475 -1.032
H -0.956 -2.330 0.027
H -2.263 -1.375 0.701

- LUMO energy (spin up / spin down): -1.32 / -0.79 eV
- HOMO-LUMO gap (spin up / spin down): 7.31 / 7.37 eV
- Energy above the lowest of the compared OMol25 structures with the same formula, charge and spin: 41.8 kcal per mole

***

ORCA calculation (wB97M-V/def2-TZVPD) on an isolated ion of composition C6H14N3 and charge +1 at a distorted geometry.

CARTESIAN COORDINATES (ANGSTROEM)
C -2.860 -0.462 0.316
C -1.747 0.644 0.488
C -0.717 0.624 -0.652
N 0.034 1.768 -0.907
N 1.249 1.741 -0.840
C 1.753 0.490 -0.243
C 2.216 0.878 1.177
N 0.647 -0.484 -0.197
C 0.722 -1.626 -1.075
H -3.291 -0.499 -0.614
H -3.501 -0.347 1.128
H -2.331 -1.374 0.572
H -1.168 0.533 1.413
H -2.309 1.646 0.378
H -1.140 0.140 -1.513
H 2.628 0.159 -0.825
H 1.556 1.288 1.871
H 3.150 1.411 1.199
H 2.502 -0.151 1.620
H 0.492 -0.677 0.804
H 1.303 -2.620 -0.798
H -0.324 -1.824 -1.260
H 1.137 -1.259 -2.040

- Structure (SMILES): CC[C@H]1N=N[C@@H](C)[N@@H+]1C
- LUMO energy: -3.69 eV
- HOMO-LUMO gap: 10.60 eV
- Charge: +1
- Energy above the lowest of the compared OMol25 structures with the same formula, charge and spin: 70.4 kcal per mole

***

ORCA calculation (wB97M-V/def2-TZVPD) on a 13-piece molecular cluster, C46H122N4O22 overall at a distorted geometry.

CARTESIAN COORDINATES (ANGSTROEM)
C -1.385 -6.417 3.856
C -0.128 -5.595 3.724
O 0.699 -6.022 4.826
O -2.187 -5.878 4.852
H -1.209 -7.478 4.034
H -1.898 -6.346 2.897
H -0.290 -4.518 3.767
H 0.433 -5.871 2.830
H 0.277 -5.843 5.670
H -2.260 -6.405 5.650
C -1.725 -0.092 -2.872
C -2.761 0.961 -2.489
O -3.012 0.783 -1.119
O -0.441 0.257 -2.475
H -1.809 -0.134 -3.958
H -2.005 -1.087 -2.526
H -3.740 0.745 -2.917
H -2.409 1.919 -2.871
H -2.217 1.040 -0.647
H -0.255 -0.058 -1.587
C -3.597 -6.539 -2.474
C -3.784 -8.076 -2.361
O -3.171 -8.540 -1.134
O -4.433 -5.869 -1.539
H -3.860 -6.284 -3.501
H -2.546 -6.252 -2.475
H -3.243 -8.618 -3.137
H -4.847 -8.312 -2.415
H -2.279 -8.781 -1.396
H -4.197 -4.947 -1.666
C -4.404 5.690 -1.331
C -4.100 4.798 -0.142
O -3.286 5.493 0.741
O -3.416 5.671 -2.345
H -4.401 6.746 -1.062
H -5.395 5.475 -1.732
H -3.504 3.936 -0.442
H -4.943 4.552 0.504
H -2.431 5.589 0.316
H -3.556 4.956 -2.971
C -3.753 -3.278 3.293
C -4.935 -4.281 3.711
O -5.696 -3.675 4.770
O -2.677 -3.299 4.215
H -4.187 -2.278 3.291
H -3.359 -3.558 2.316
H -4.544 -5.247 4.031
H -5.568 -4.491 2.849
H -5.209 -3.927 5.558
H -2.604 -4.213 4.501
C -0.395 3.030 0.342
O -0.843 1.704 0.148
C -0.731 0.908 1.350
C 0.265 -0.244 1.225
N -0.120 -1.191 0.185
C -1.281 -2.010 0.576
C -1.303 -3.338 -0.162
O -0.389 -4.313 0.352
C -0.724 -5.648 0.089
H 0.651 3.023 0.648
H -1.003 3.594 1.049
H -0.428 3.548 -0.616
H -1.720 0.498 1.554
H -0.484 1.567 2.183
H 0.351 -0.756 2.184
H 1.236 0.168 0.952
H 0.701 -1.713 -0.084
H -2.175 -1.435 0.335
H -1.347 -2.200 1.647
H -1.003 -3.142 -1.191
H -2.258 -3.863 -0.196
H 0.184 -6.250 0.072
H -1.040 -5.913 -0.920
H -1.418 -6.057 0.823
C -2.438 6.221 -5.947
O -1.362 5.316 -5.957
C -0.261 5.565 -5.094
C -0.500 5.610 -3.573
N 0.710 5.568 -2.751
C 1.236 4.218 -2.848
C 2.197 4.140 -1.621
O 3.406 4.840 -2.047
C 4.363 5.018 -1.045
H -3.139 5.989 -6.749
H -2.059 7.236 -6.068
H -3.004 6.311 -5.020
H 0.162 6.542 -5.330
H 0.511 4.836 -5.336
H -1.038 4.703 -3.298
H -1.141 6.475 -3.401
H 1.359 6.189 -3.213
H 1.728 3.928 -3.777
H 0.436 3.491 -2.706
H 2.423 3.084 -1.470
H 1.757 4.549 -0.712
H 4.743 4.070 -0.664
H 3.954 5.619 -0.233
H 5.259 5.529 -1.397
C -1.999 0.061 5.175
O -0.650 -0.255 4.794
C -0.006 -1.332 5.447
C 1.158 -1.891 4.640
N 2.193 -0.783 4.481
C 3.242 -0.996 3.546
C 3.852 0.371 3.086
O 2.908 1.064 2.274
C 3.490 2.277 1.636
H -2.750 -0.726 5.108
H -2.247 0.812 4.425
H -2.089 0.469 6.182
H -0.699 -2.158 5.606
H 0.246 -0.951 6.437
H 0.706 -2.216 3.703
H 1.593 -2.781 5.095
H 1.752 0.043 4.101
H 2.768 -1.533 2.725
H 4.051 -1.572 3.996
H 4.804 0.179 2.592
H 4.070 0.984 3.960
H 2.860 2.747 0.881
H 4.454 2.086 1.164
H 3.777 2.964 2.432
C 9.747 2.299 -2.701
O 8.345 2.017 -2.924
C 7.869 2.732 -4.199
C 6.312 2.766 -4.255
N 5.785 1.540 -3.679
C 4.324 1.589 -3.424
C 3.794 0.354 -2.647
O 4.597 0.219 -1.509
C 4.088 -0.832 -0.684
H 9.940 3.362 -2.559
H 10.330 2.016 -3.578
H 10.120 1.796 -1.809
H 8.293 2.284 -5.097
H 8.231 3.759 -4.245
H 5.994 2.856 -5.294
H 5.911 3.603 -3.684
H 6.341 1.321 -2.864
H 3.844 1.751 -4.389
H 4.084 2.560 -2.990
H 3.783 -0.524 -3.292
H 2.752 0.514 -2.369
H 4.607 -0.928 0.270
H 4.274 -1.755 -1.234
H 3.011 -0.777 -0.526
C -6.545 -2.853 -2.066
C -5.203 -2.374 -1.330
C -5.259 -2.494 0.206
O -4.164 -3.181 -1.815
H -6.370 -2.931 -3.139
H -7.358 -2.140 -1.933
H -6.846 -3.806 -1.630
H -5.010 -1.370 -1.707
H -6.267 -2.196 0.495
H -4.494 -1.893 0.698
H -5.173 -3.524 0.551
H -4.018 -2.783 -2.676
C 2.104 -8.263 -5.163
C 1.463 -8.506 -3.837
C 0.486 -7.422 -3.422
O 0.670 -9.655 -4.054
H 1.473 -8.210 -6.050
H 2.856 -9.033 -5.331
H 2.631 -7.315 -5.053
H 2.151 -8.747 -3.027
H 0.082 -7.583 -2.423
H -0.363 -7.176 -4.061
H 0.964 -6.442 -3.438
H 1.227 -10.274 -4.532
C -1.038 8.060 0.744
C -0.041 7.075 0.273
C 0.735 6.524 1.432
O -0.733 6.020 -0.321
H -1.418 8.579 -0.135
H -0.616 8.849 1.367
H -1.913 7.626 1.228
H 0.600 7.558 -0.464
H 1.403 7.303 1.798
H 1.304 5.625 1.194
H 0.042 6.288 2.240
H -0.384 5.936 -1.212
C 0.222 2.568 7.311
C 1.342 2.326 6.265
C 0.993 2.585 4.801
O 2.434 3.197 6.548
H -0.207 3.557 7.150
H 0.601 2.613 8.331
H -0.554 1.802 7.331
H 1.678 1.302 6.425
H 1.794 2.153 4.202
H 0.898 3.625 4.488
H 0.027 2.105 4.642
H 2.144 4.099 6.393

- LUMO energy: 0.20 eV
- HOMO-LUMO gap: 8.47 eV

***

ORCA calculation (wB97M-V/def2-TZVPD) on C3H3LiNaO4 as an isolated structure at a distorted geometry.

CARTESIAN COORDINATES (ANGSTROEM)
H 1.254 -2.458 0.031
O 0.792 -0.846 1.269
O -1.041 -0.200 -0.623
C 1.015 -1.368 0.024
C -0.162 -1.215 -0.899
H 1.906 -0.903 -0.475
H -0.296 -1.722 -1.856
O 0.240 1.625 -1.257
C -0.573 1.112 -0.476
O -1.014 1.687 0.563
Na -1.551 4.120 1.896
Li -0.569 0.168 1.804

- 2S+1: 2
- LUMO energy (spin up / spin down): -2.46 / -2.48 eV
- HOMO-LUMO gap (spin up / spin down): 3.06 / 4.27 eV
- Energy above the lowest of the compared OMol25 structures with the same formula, charge and spin: 47.2 kcal per mole

***

ORCA calculation (wB97M-V/def2-TZVPD) on a 2-piece molecular cluster, C5H14 overall at a distorted geometry.

CARTESIAN COORDINATES (ANGSTROEM)
C 2.130 -1.705 0.066
C 1.317 -1.522 1.352
C 0.294 -0.402 1.331
H 2.986 -2.332 0.277
H 1.511 -2.018 -0.776
H 2.459 -0.725 -0.290
H 2.058 -1.241 2.112
H 0.916 -2.484 1.659
H 0.103 -0.041 2.348
H -0.631 -0.679 0.822
H 0.694 0.507 0.874
C -2.385 1.545 -0.805
C -1.123 1.612 -1.664
H -2.159 1.011 0.128
H -2.723 2.528 -0.492
H -3.197 0.990 -1.285
H -1.292 1.619 -2.737
H -0.419 0.815 -1.407
H -0.541 2.522 -1.513

- Structure (SMILES): CCC.CC
- LUMO energy: 1.14 eV
- HOMO-LUMO gap: 12.49 eV
- Energy above the lowest of the compared OMol25 structures with the same formula, charge and spin: 6.7 kcal per mole

***

ORCA calculation (wB97M-V/def2-TZVPD) on a 3-piece molecular cluster, C38H66N4O2 overall at a distorted geometry.

CARTESIAN COORDINATES (ANGSTROEM)
C -0.334 4.173 0.631
C -1.836 3.927 0.517
C -2.325 2.573 1.040
C -1.501 1.355 0.628
C -1.943 0.699 -0.698
C -1.873 -0.841 -0.645
C -1.280 -1.509 -1.886
C 0.234 -1.269 -2.147
C 1.020 -0.750 -0.956
C 2.527 -0.752 -1.183
C 3.284 -0.544 0.127
C 3.135 0.912 0.629
C 2.606 1.112 2.025
C 3.064 2.238 2.761
C 2.564 2.519 4.014
C 1.573 1.694 4.598
N 1.068 2.018 5.819
C 0.143 1.221 6.272
C -0.301 0.094 5.554
N 0.149 -0.253 4.383
C 1.114 0.569 3.886
C 1.657 0.296 2.607
H -0.005 4.205 1.665
H -0.102 5.137 0.186
H 0.239 3.439 0.074
H -2.331 4.700 1.102
H -2.138 4.087 -0.515
H -3.339 2.435 0.669
H -2.410 2.604 2.124
H -0.441 1.575 0.573
H -1.628 0.603 1.404
H -2.961 0.996 -0.929
H -1.305 1.031 -1.517
H -2.894 -1.212 -0.560
H -1.365 -1.167 0.256
H -1.453 -2.577 -1.788
H -1.827 -1.140 -2.750
H 0.661 -2.213 -2.479
H 0.357 -0.570 -2.972
H 0.774 -1.318 -0.062
H 0.701 0.279 -0.800
H 2.798 0.037 -1.881
H 2.807 -1.723 -1.590
H 2.976 -1.272 0.867
H 4.343 -0.692 -0.079
H 2.412 1.408 -0.021
H 4.061 1.461 0.504
H 3.812 2.895 2.344
H 2.896 3.373 4.581
H -0.292 1.448 7.233
H -1.082 -0.515 5.989
H 1.279 -0.561 2.073
C -6.002 0.336 5.690
C -6.423 -0.905 4.874
C -5.832 -2.172 5.495
C -4.327 -2.314 5.267
C -3.988 -2.198 3.780
C -4.544 -0.929 3.134
N -5.996 -0.779 3.447
O -6.713 -1.536 2.683
C -3.741 0.297 3.601
C -4.355 -1.001 1.623
C -7.945 -0.963 4.937
H -4.978 0.291 6.056
H -6.121 1.248 5.104
H -6.632 0.431 6.574
H -6.335 -3.047 5.072
H -6.051 -2.174 6.565
H -3.778 -1.565 5.844
H -3.995 -3.285 5.639
H -2.905 -2.222 3.640
H -4.390 -3.073 3.260
H -4.212 1.224 3.268
H -2.738 0.266 3.174
H -3.604 0.352 4.678
H -4.808 -1.891 1.191
H -3.290 -1.028 1.396
H -4.785 -0.125 1.133
H -8.390 -0.086 4.465
H -8.260 -0.986 5.980
H -8.345 -1.851 4.453
C 6.611 0.354 -6.184
C 5.540 -0.026 -5.139
C 5.653 -1.507 -4.778
C 5.157 -2.441 -5.881
C 3.739 -2.067 -6.311
C 3.594 -0.597 -6.705
N 4.166 0.284 -5.642
O 3.339 0.407 -4.657
C 4.270 -0.338 -8.065
C 2.119 -0.261 -6.895
C 5.823 0.824 -3.905
H 6.780 -0.415 -6.935
H 6.351 1.283 -6.691
H 7.572 0.507 -5.692
H 5.073 -1.700 -3.869
H 6.694 -1.733 -4.537
H 5.835 -2.421 -6.738
H 5.165 -3.470 -5.515
H 3.425 -2.691 -7.150
H 3.053 -2.287 -5.486
H 4.304 0.731 -8.281
H 3.694 -0.817 -8.856
H 5.278 -0.735 -8.141
H 1.525 -0.495 -6.014
H 1.723 -0.845 -7.725
H 1.986 0.796 -7.129
H 5.711 1.886 -4.127
H 6.848 0.650 -3.578
H 5.166 0.576 -3.074

- 2S+1: 3
- LUMO energy (spin up / spin down): -0.14 / -0.14 eV
- HOMO-LUMO gap (spin up / spin down): 8.10 / 8.77 eV

***

ORCA calculation (wB97M-V/def2-TZVPD) on one molecule with the formula C4H8O2 at a distorted geometry.

CARTESIAN COORDINATES (ANGSTROEM)
C -1.317 0.175 0.464
C 0.163 -0.248 0.188
C 1.115 0.857 0.513
O 0.272 -1.551 0.716
C 0.320 -0.364 -1.370
O 0.430 -1.467 -1.853
H -1.548 0.803 1.339
H -1.699 0.849 -0.259
H -1.998 -0.599 0.436
H 1.189 0.904 1.569
H 2.027 0.618 0.180
H 0.897 1.710 -0.071
H -0.222 -2.164 0.145
H 0.373 0.476 -1.997

- Structure (SMILES): CC(C)(O)C=O
- LUMO energy: 0.85 eV
- HOMO-LUMO gap: 10.70 eV
- Energy above the lowest of the compared OMol25 structures with the same formula, charge and spin: 47.5 kcal per mole

***

ORCA calculation (wB97M-V/def2-TZVPD) on one molecule with the formula C5H7NO.

CARTESIAN COORDINATES (ANGSTROEM)
C -2.140 -0.306 0.367
C -1.423 0.241 -0.429
C -0.359 0.826 -1.243
C 1.026 0.386 -0.659
N 1.035 0.101 0.772
C 0.660 -1.114 1.301
O 0.004 -1.228 2.315
H -2.731 -0.831 1.084
H -0.467 1.917 -1.284
H -0.452 0.511 -2.291
H 1.370 -0.512 -1.180
H 1.766 1.163 -0.868
H 0.668 0.835 1.367
H 1.043 -1.991 0.746

- Structure (SMILES): C#CCCNC=O
- LUMO energy: 0.91 eV
- HOMO-LUMO gap: 10.63 eV
- Energy above the lowest of the compared OMol25 structures with the same formula, charge and spin: 48.6 kcal per mole

***

ORCA calculation (wB97M-V/def2-TZVPD) on a 7-piece molecular cluster, C5H24NO7S overall at a distorted geometry.

CARTESIAN COORDINATES (ANGSTROEM)
C 1.023 -0.530 1.825
C 2.152 0.105 1.130
S 2.433 1.898 1.598
C -0.469 0.075 1.493
N -0.958 -0.127 -0.021
C -1.464 1.214 -0.540
C -1.469 0.955 -1.988
O -0.062 0.703 -2.505
H 1.040 -1.596 1.544
H 1.066 -0.495 2.963
H 3.073 -0.490 1.436
H 1.957 0.026 0.081
H 1.434 2.210 -0.357
H -0.580 1.201 1.588
H -1.186 -0.487 2.176
H -0.166 -0.356 -0.618
H -2.514 1.268 -0.019
H -0.831 2.133 -0.341
H -1.904 0.032 -2.311
H -1.907 1.756 -2.637
H -0.155 3.000 1.631
H -0.068 3.807 0.237
O -0.655 3.650 1.024
H 1.756 -2.324 -1.441
H 0.852 -1.443 -2.134
O 1.153 -2.338 -2.135
H 0.393 1.434 -1.974
H 1.580 3.485 -1.375
O 1.074 2.702 -1.176
H -1.661 -2.614 1.098
H -1.384 -3.826 2.169
O -1.007 -3.259 1.452
H -2.478 -1.134 0.203
H -2.757 -1.976 -1.001
O -2.861 -1.975 -0.031
H -0.221 -3.378 -1.411
H -0.607 -4.118 -0.204
O -0.841 -4.046 -1.161

- LUMO energy: 3.02 eV
- HOMO-LUMO gap: 6.97 eV
- Charge: -1
- Energy above the lowest of the compared OMol25 structures with the same formula, charge and spin: 38.2 kcal per mole

***

ORCA calculation (wB97M-V/def2-TZVPD) on one molecule with the formula C5H8N2.

CARTESIAN COORDINATES (ANGSTROEM)
C 1.418 -1.730 -1.015
C 0.662 -0.811 -0.110
C -0.058 -1.048 1.088
C -0.706 0.139 1.343
N -0.346 1.003 0.358
C -1.058 2.145 -0.172
N 0.483 0.429 -0.527
H 0.708 -2.316 -1.610
H 2.079 -2.420 -0.487
H 2.003 -1.119 -1.707
H -0.110 -1.960 1.667
H -1.366 0.431 2.150
H -1.846 2.460 0.511
H -1.500 1.834 -1.123
H -0.361 2.963 -0.365

- Structure (SMILES): Cc1ccn(C)n1
- LUMO energy: 1.06 eV
- HOMO-LUMO gap: 10.03 eV
- Energy above the lowest of the compared OMol25 structures with the same formula, charge and spin: 14.6 kcal per mole